1.
C4H8N2 | wB97M-V/def2-TZVPD

```
14
Properties=species:S:1:pos:R:3:forces:R:3:lowdin_charge:R:1
C -0.90398 -0.39567 0.54783 2.50 -1.77 -0.37 -0.258
C -0.17573 0.89782 0.28760 -1.46 -0.45 2.23 -0.450
C -0.28739 -1.60033 -0.24877 -1.48 1.05 -0.17 -0.045
C 0.85493 1.39191 -0.62114 0.45 2.77 2.58 -0.007
N -1.18166 1.67512 0.94629 -0.92 2.67 0.79 0.031
N -1.53200 0.74886 -0.09138 -2.07 -0.91 -0.95 0.026
H -1.16974 -0.71008 1.58589 -0.02 0.81 -0.73 0.133
H 0.35686 -1.17466 -1.08851 -0.77 -1.15 1.19 0.081
H -1.09330 -2.27897 -0.63875 0.88 0.59 0.15 0.079
H 0.23646 -2.12003 0.56930 0.35 -0.04 -0.86 0.073
H 0.64915 2.31489 -1.15239 -0.94 -0.38 -0.57 0.097
H 1.25371 0.62756 -1.14724 1.10 -2.17 -2.21 0.029
H 1.65909 1.77064 -0.00633 0.66 -0.19 0.47 0.083
H -1.66864 1.53619 1.89129 1.71 -0.85 -1.54 0.128
```
Forces are in eV/Å.

Values from the calculation:
Energy above the lowest of the compared OMol25 structures with the same formula, charge and spin in kcal per mole: 94.39
Frontier orbital gap in eV: 10.3
Largest force on an atom in eV/Å: 3.82
Net charge: 0
LUMO level in eV: 1.1
Structure (SMILES): C[C@@H]1N2N[C@@]12C

2.
C41H66AsN5O6PPtSSi2 | wB97M-V/def2-TZVPD

```
124
Properties=species:S:1:pos:R:3:forces:R:3:lowdin_charge:R:1
Pt 0.47296 1.69344 0.55761 0.11 0.08 -0.33 0.673
C -2.46121 1.74081 2.63796 0.01 0.01 0.01 -0.228
Si -0.99155 2.73074 1.94868 -0.03 -0.06 0.08 0.355
C -0.09248 3.39713 3.48726 -0.02 0.00 0.02 -0.218
C -1.77163 4.28027 1.16678 0.01 0.01 0.01 -0.304
C -2.68813 5.13064 1.79207 0.00 0.00 0.00 -0.107
C -3.17333 6.25681 1.14478 0.00 0.00 0.00 -0.114
C -2.74543 6.55149 -0.14660 -0.01 0.00 -0.01 -0.115
C -1.83992 5.71335 -0.77938 0.01 0.00 0.00 -0.106
C -1.34539 4.57617 -0.13464 0.00 0.00 0.01 -0.300
Si -0.14492 3.31405 -0.87396 -0.01 0.02 0.03 0.365
C -1.00203 2.68789 -2.44567 0.01 0.01 0.00 -0.208
C 1.39864 4.21415 -1.49187 -0.01 0.00 0.00 -0.210
H -3.00546 2.32673 3.38706 0.00 0.01 -0.01 0.018
H -2.12417 0.80331 3.08442 -0.01 0.01 0.00 -0.013
H -3.15785 1.48430 1.83433 -0.01 0.00 0.01 0.006
H -0.76846 4.01494 4.08863 0.01 0.00 0.00 0.017
H 0.76543 4.00273 3.19023 0.00 0.01 -0.01 0.023
H 0.28940 2.59396 4.12159 0.00 0.02 -0.01 -0.015
H -3.02781 4.91346 2.80127 0.00 0.00 0.00 0.092
H -3.88287 6.90962 1.64140 0.00 0.00 0.00 0.089
H -3.12183 7.43287 -0.65399 0.00 0.00 0.00 0.089
H -1.51486 5.95110 -1.78878 0.00 0.00 0.00 0.094
H -1.19777 3.53552 -3.11258 0.00 0.00 -0.01 0.020
H -1.95650 2.21051 -2.21489 0.00 0.00 0.00 0.013
H -0.39132 1.96123 -2.98762 0.01 0.01 0.00 0.003
H 1.15180 4.96362 -2.25204 0.01 0.00 -0.01 0.019
H 2.08294 3.48013 -1.92510 0.02 0.00 -0.01 -0.001
H 1.91832 4.70785 -0.66859 -0.01 0.01 0.00 0.024
O -1.45072 -1.13131 1.74519 0.02 0.03 0.02 -0.267
P -2.21806 -2.33412 1.36585 0.06 -0.02 0.01 0.558
N -3.00449 -2.09372 -0.06071 -0.10 -0.03 0.07 -0.129
C -4.05924 -2.93360 -0.60476 0.00 -0.03 0.00 -0.206
C -5.01662 -1.92180 -1.24305 0.01 -0.01 0.01 -0.156
C -4.10469 -0.78448 -1.71013 -0.01 0.01 -0.02 -0.108
C -2.89938 -0.78507 -0.74747 -0.03 0.00 0.06 -0.303
N -3.38942 -2.74524 2.51134 -0.03 0.03 -0.05 -0.167
C -4.60799 -1.90673 2.44544 0.02 0.02 0.03 -0.212
C -5.18911 -2.00503 3.84584 0.00 0.01 0.00 -0.176
C -3.93647 -1.93578 4.71124 -0.01 -0.02 0.01 -0.168
C -2.91415 -2.75629 3.92005 0.00 0.01 0.01 -0.211
N -1.33078 -3.71813 1.11778 -0.02 -0.03 0.00 -0.169
C -0.34433 -3.59298 0.01176 0.00 -0.01 -0.03 -0.185
C 0.61503 -4.74243 0.27190 0.01 0.01 0.01 -0.167
C 0.71972 -4.73471 1.79366 0.00 0.00 0.00 -0.167
C -0.71327 -4.44055 2.24688 0.03 0.02 0.02 -0.196
H -4.52779 -3.52698 0.18219 0.00 0.00 -0.01 0.101
H -3.67083 -3.64234 -1.34574 -0.02 0.00 0.03 0.099
H -5.71254 -1.55589 -0.48506 0.00 0.00 0.01 0.098
H -5.60398 -2.35579 -2.05312 0.00 0.00 0.00 0.107
H -4.59897 0.18581 -1.69110 -0.01 0.00 0.01 0.113
H -3.75898 -0.94801 -2.72939 0.00 0.01 0.00 0.102
H -2.99958 0.00539 -0.00206 0.02 -0.02 -0.03 0.131
H -1.02420 0.09062 -0.84165 0.01 0.02 0.04 0.075
H -5.29066 -2.27912 1.68354 -0.02 0.00 -0.01 0.091
H -4.36715 -0.85997 2.21767 0.00 -0.01 0.00 0.115
H -5.69420 -2.96585 3.97443 0.00 0.00 0.00 0.111
H -5.90196 -1.20713 4.05313 0.00 0.00 0.00 0.110
H -4.08192 -2.32331 5.71972 0.01 0.01 0.00 0.105
H -3.60060 -0.89986 4.78751 0.00 0.00 -0.02 0.109
H -2.85896 -3.78623 4.28152 -0.01 0.00 0.00 0.106
H -1.92276 -2.30455 4.00088 0.00 -0.01 0.01 0.088
H 0.18279 -2.63175 0.05871 0.00 -0.03 0.01 0.102
H -0.84822 -3.66407 -0.95047 0.02 -0.03 0.05 0.097
H 1.57272 -4.59602 -0.22704 0.00 0.00 0.00 0.108
H 0.18278 -5.68399 -0.07749 0.00 -0.01 0.00 0.111
H 1.37600 -3.91870 2.10570 -0.01 0.01 -0.01 0.101
H 1.10462 -5.66370 2.21535 0.00 -0.01 0.00 0.105
H -0.70808 -3.85061 3.16430 0.00 -0.02 -0.02 0.088
H -1.27080 -5.36103 2.44462 0.00 -0.01 0.00 0.111
N -1.63836 -0.52590 -1.37030 0.08 0.02 -0.08 0.093
C -1.04433 -1.25709 -2.37470 -0.02 0.08 -0.03 -0.244
C 0.22373 -0.85000 -2.82411 0.03 -0.01 0.00 -0.022
C 0.87571 -1.53481 -3.82922 0.00 0.00 0.00 -0.089
C 0.29481 -2.64419 -4.44014 0.00 0.00 0.01 -0.117
C -0.95575 -3.04961 -4.00753 -0.01 0.01 0.01 -0.104
C -1.62083 -2.37597 -2.98921 -0.06 0.00 -0.04 -0.060
H 0.69151 0.01196 -2.36407 0.02 0.00 0.03 0.088
H 1.85549 -1.19129 -4.14071 0.01 0.00 0.00 0.084
H 0.80940 -3.17702 -5.22929 0.00 0.00 0.00 0.089
H -1.43139 -3.91367 -4.45773 0.00 0.00 0.00 0.096
H -2.58225 -2.74689 -2.66888 0.06 0.03 -0.04 0.076
C 3.47050 -1.45129 3.07671 0.01 0.02 0.01 -0.208
As 2.55928 0.18189 3.56374 0.02 0.05 -0.02 0.938
C 0.73855 -0.34408 3.86424 -0.02 -0.02 0.02 -0.212
C 3.25482 0.57695 5.32942 -0.02 0.01 0.00 -0.223
O 2.81260 1.44865 2.55171 -0.04 -0.05 0.00 -0.522
H 3.45340 -2.15146 3.91293 0.00 0.00 -0.01 0.030
H 4.50061 -1.21691 2.81029 -0.01 0.01 0.00 0.036
H 2.94401 -1.86217 2.21907 0.00 -0.02 -0.05 -0.003
H 0.72591 -1.22171 4.51488 0.01 0.00 0.01 0.037
H 0.26919 -0.58031 2.90959 -0.02 0.00 -0.04 -0.007
H 0.20098 0.47278 4.34345 0.00 -0.02 -0.01 0.022
H 3.12997 -0.27368 5.99984 0.00 0.00 0.00 0.026
H 2.71920 1.43987 5.72267 0.00 0.00 0.00 0.029
H 4.31046 0.82752 5.23760 0.00 0.00 0.00 0.030
C 2.09342 3.33603 -5.35854 0.00 0.00 0.00 -0.038
C 3.22366 2.49390 -4.83871 0.00 -0.01 -0.01 -0.258
C 4.13692 3.01829 -3.93135 -0.01 0.00 0.01 -0.034
C 5.13059 2.22408 -3.38042 0.02 0.01 -0.01 -0.044
C 5.21839 0.89375 -3.75450 -0.02 -0.01 0.04 -0.295
C 4.33616 0.35289 -4.68046 0.00 0.01 0.00 -0.056
C 3.34675 1.15623 -5.21697 0.00 0.00 -0.01 -0.038
S 6.39705 -0.15558 -2.96893 0.01 -0.03 0.02 0.624
O 7.24497 0.68174 -2.16383 0.01 0.01 0.00 -0.302
O 6.99788 -1.05024 -3.92247 0.01 0.01 0.00 -0.311
N 5.41103 -1.09255 -2.05899 -0.01 0.03 -0.04 -0.144
C 4.64748 -0.46461 -0.97417 0.01 -0.01 0.01 -0.201
C 3.32931 -1.19028 -0.73917 0.02 0.02 -0.01 -0.080
C 2.25255 -0.25070 -0.21011 -0.06 -0.02 0.00 -0.702
O 1.48414 -0.62893 0.70275 0.09 -0.11 0.10 -0.109
O 2.15116 0.87031 -0.77863 -0.08 0.01 0.09 -0.140
H 2.36861 4.39000 -5.39295 0.00 0.00 0.00 0.079
H 1.22767 3.24506 -4.69892 -0.02 -0.01 0.02 0.073
H 1.78815 3.02023 -6.35634 0.00 0.00 0.00 0.077
H 4.05029 4.05334 -3.62503 -0.01 0.00 0.01 0.115
H 5.82554 2.61983 -2.65263 -0.01 -0.01 0.01 0.116
H 4.42411 -0.68951 -4.95935 0.00 0.00 0.00 0.117
H 2.64410 0.73885 -5.92882 -0.01 0.00 0.00 0.114
H 5.84326 -1.98788 -1.87231 -0.01 -0.01 0.00 0.115
H 4.41237 0.55376 -1.28115 -0.01 0.00 -0.02 0.107
H 5.23857 -0.39593 -0.05773 0.00 0.01 0.00 0.124
H 3.44063 -2.04842 -0.07528 -0.01 -0.01 0.03 0.103
H 2.96071 -1.55908 -1.70059 -0.01 0.00 -0.01 0.112
```
Forces are in eV/Å.

Values from the calculation:
Energy above the lowest of the compared OMol25 structures with the same formula, charge and spin in kcal per mole: 0.00
Frontier orbital gap in eV: 7.2
Largest force on an atom in eV/Å: 0.35
Net charge: -1
LUMO level in eV: 2.3

> energy above the lowest of the compared OMol25 structures with the same formula, charge and spin of number 1 (C4H8N2)?

94.39 kcal per mole

> Look up the frontier orbital gap of the first one.

10.3 eV